No. 1
DFT (ωB97M-V with the def2-TZVPD basis set) results for 2 unconnected molecules or ions with the total composition C4H11NO3 in a non-equilibrium geometry.

The spin multiplicity is 2. As for the LUMO energy (spin up / spin down): -4.6 / -9.3 eV. For the total energy, the calculation gives -11948.09834 eV. The orbital gap (spin up / spin down) is 9.9 / 5.2 eV. As for the net charge: +1. As for the expectation value of S²: 0.782.

Structure (XYZ):
```
19
Properties=species:S:1:pos:R:3:forces:R:3:mulliken_charge:R:1
O 0.31101 3.43550 -1.25095 -0.1 -0.6 0.0 -0.29
C 1.10829 2.54287 -0.99899 -1.0 2.0 0.0 0.14
N 0.54842 1.36753 -0.56655 -0.1 -1.4 -1.1 0.00
C 1.06009 0.02660 -0.55312 0.1 -0.7 0.5 -0.42
C -0.00504 -0.93462 0.06366 1.0 0.8 -1.2 -0.43
C -0.62834 -1.89608 -0.98423 -1.7 0.2 0.3 -0.77
O -1.62453 -2.59549 -0.27285 -0.6 0.0 0.1 -0.51
H 2.14714 2.80622 -1.10203 0.9 -1.0 0.1 0.41
H -0.46781 1.37925 -0.42882 0.1 0.6 -0.1 0.33
H 1.43885 -0.54732 -1.44146 -0.4 1.4 -0.3 0.38
H 2.00900 0.12046 -0.01388 0.1 -0.1 0.5 0.40
H -0.74513 -0.31644 0.63934 0.4 -1.1 -0.4 0.34
H 0.62983 -1.52882 0.70020 -0.3 -0.4 0.8 0.26
H -1.15177 -1.46073 -1.85407 0.0 0.9 0.7 0.37
H -0.00369 -2.55366 -1.56161 1.3 -0.4 0.5 0.42
H -1.41827 -3.49310 -0.00026 0.4 0.0 -0.2 0.33
H -0.15936 -1.43352 2.93924 0.0 -0.2 0.1 0.33
H -1.20998 -0.40514 3.28407 -0.2 0.0 0.2 0.32
O -0.49992 -0.92180 3.67687 0.1 0.2 -0.3 -0.62
```
Forces are in eV/Å.

=====

No. 2
DFT (ωB97M-V with the def2-TZVPD basis set) results for 2 unconnected molecules or ions with the total composition C3H11NOS in a non-equilibrium geometry.

As for the LUMO energy: 0.9 eV. For the total energy, the calculation gives -17660.55435 eV. The orbital gap is 9.6 eV. Its structure (SMILES) is CCS.NCO.

Structure (XYZ):
```
17
Properties=species:S:1:pos:R:3:forces:R:3:mulliken_charge:R:1
C -1.62689 1.85585 0.05752 0.8 -0.1 2.0 -1.06
C -2.04933 0.38559 0.22506 -0.5 1.1 0.5 -0.24
S -2.49661 -0.52245 -1.26002 -0.9 0.8 -0.7 -0.23
H -0.95868 2.00359 -0.78877 -0.2 0.1 -0.1 0.34
H -2.45432 2.58896 0.11402 0.2 -0.6 -0.6 0.35
H -1.03941 2.08646 1.00849 -0.4 -0.1 -1.2 0.28
H -2.68956 0.33006 1.10913 -1.1 0.0 -0.6 0.37
H -1.29132 -0.21779 0.64517 1.7 -0.5 -0.1 0.08
H -3.21701 0.46009 -1.94231 0.6 -0.8 0.8 0.10
N 3.15876 -1.04115 -0.17300 2.1 -1.5 -1.6 -0.48
C 1.88178 -0.76373 0.31187 -2.9 -0.2 -2.6 -0.09
O 0.78619 -1.81977 0.12724 1.7 1.2 0.8 -0.49
H 3.75128 -0.27787 -0.51657 -0.8 -0.7 0.2 0.18
H 3.68721 -1.86122 0.16752 -0.6 1.2 0.0 0.18
H 1.35080 -0.04113 -0.39790 1.3 0.0 1.6 0.16
H 2.03292 -0.48168 1.31284 -1.3 0.3 1.7 0.30
H 1.17417 -2.68381 -0.00031 0.4 -0.3 0.0 0.25
```
Forces are in eV/Å.

=====

No. 3
DFT (ωB97M-V with the def2-TZVPD basis set) results for 9 unconnected molecules or ions with the total composition C38H79N4O27P2 in a non-equilibrium geometry.

As for the LUMO energy: -2.4 eV. For the total energy, the calculation gives -120498.76962 eV. The orbital gap is 9.5 eV. As for the net charge: +1.

Structure (XYZ):
```
150
Properties=species:S:1:pos:R:3:forces:R:3:mulliken_charge:R:1
C 3.47652 -1.45488 -2.76406 0.1 0.1 0.4 -0.81
O 2.27790 -2.15143 -3.02561 -0.1 0.0 -0.1 -0.11
C 2.25241 -2.75165 -4.28772 0.0 0.2 0.0 -2.35
C 1.09868 -3.74728 -4.31776 0.2 0.0 -0.4 3.35
C 1.15704 -4.49102 -5.66866 -0.1 0.0 0.0 -0.96
C 2.38381 -5.38946 -5.90345 -0.1 -0.1 -0.4 -0.83
N 1.97081 -6.79052 -6.12225 0.4 0.0 0.2 -0.60
C -0.22535 -2.90622 -4.31627 0.3 -0.3 0.1 -3.58
C -1.30009 -3.15569 -3.27191 -1.0 0.3 -0.4 1.32
O -1.45155 -2.16524 -2.23692 0.5 -0.6 0.5 0.44
C -0.41900 -1.55141 -1.72113 -0.3 0.6 -1.1 0.32
N 0.37870 -0.78205 -1.41491 0.2 -0.2 0.5 -0.62
P -2.98629 -3.20400 -4.16448 0.0 -0.4 -0.4 -0.31
C -3.15263 -1.42165 -4.53063 0.2 0.0 0.6 -0.85
C -4.15094 -3.39697 -2.75494 0.2 0.3 0.2 -0.86
N -1.11784 -4.47369 -2.54419 0.2 0.2 0.2 0.63
N -1.49025 -5.63527 -3.28735 0.3 -0.4 0.3 -0.58
C 0.27308 -4.66430 -2.01274 0.1 -0.5 0.3 0.49
P 0.37961 -6.27525 -1.01718 0.4 -0.6 0.0 0.01
C -1.27965 -6.40344 -0.22185 -0.1 0.3 -0.5 -1.10
C 1.38890 -5.69228 0.39573 -0.5 0.6 0.1 -1.15
C 1.23964 -4.80059 -3.18552 0.3 0.0 0.2 -2.21
O 2.53670 -4.79797 -2.59761 0.0 0.0 0.0 -0.61
H 3.60714 -0.60289 -3.43776 0.0 -0.1 -0.1 0.33
H 3.41201 -1.07340 -1.74761 -0.1 0.0 0.0 0.17
H 4.33611 -2.12990 -2.81040 0.0 0.0 -0.2 0.32
H 3.21094 -3.21656 -4.53613 0.0 -0.2 0.1 0.51
H 2.06025 -1.99715 -5.06684 0.1 0.0 -0.1 0.63
H 1.06557 -3.75655 -6.47257 0.0 0.1 0.0 0.78
H 0.28412 -5.14513 -5.75668 -0.1 0.0 0.0 0.27
H 3.09723 -5.33089 -5.08268 -0.1 0.0 0.1 0.36
H 2.91802 -5.01387 -6.77761 0.1 0.1 0.1 0.45
H 2.07347 -7.02497 -7.10211 -0.2 0.0 0.0 0.29
H 2.61713 -7.41310 -5.65187 -0.1 0.0 0.0 0.22
H 0.03998 -1.84898 -4.30885 -0.1 0.1 0.3 0.53
H -0.70653 -3.07371 -5.28230 0.0 0.0 0.0 0.65
H -2.27734 -1.04722 -5.05846 -0.1 0.0 -0.3 0.30
H -3.23969 -0.86176 -3.59898 -0.1 0.1 0.0 0.10
H -4.05587 -1.27676 -5.11791 0.0 0.0 -0.1 0.50
H -4.27704 -2.46448 -2.20533 -0.1 0.0 0.0 0.22
H -3.83111 -4.15687 -2.03665 0.0 -0.1 0.0 0.27
H -5.11986 -3.71199 -3.13720 0.0 0.0 0.0 0.45
H -1.74961 -4.42421 -1.74195 0.0 0.0 0.0 0.25
H -2.45901 -5.87027 -3.12663 -0.1 0.2 -0.2 0.33
H -1.26623 -5.53033 -4.26835 -0.1 0.1 -0.1 0.20
H 0.55359 -3.85468 -1.33686 -0.2 0.4 -0.3 0.52
H -1.17915 -6.91589 0.73147 0.0 0.0 0.1 0.48
H -1.78559 -5.44725 -0.04829 0.0 0.0 0.3 0.26
H -1.90883 -7.01488 -0.86704 -0.1 -0.1 0.1 0.29
H 2.41987 -5.54034 0.09079 0.1 -0.1 0.0 0.31
H 1.00545 -4.74521 0.78599 0.1 0.0 0.1 0.35
H 1.31068 -6.41771 1.20318 0.2 -0.2 -0.1 0.44
H 1.08829 -5.80145 -3.59746 -0.3 0.1 -0.2 0.71
H 2.94527 -5.65534 -2.75009 0.0 0.0 0.0 0.58
C 3.39797 2.18549 -1.49725 -0.2 -0.1 0.0 -0.60
O 4.43436 2.47697 -2.43482 -0.1 0.1 -0.1 -0.30
C 5.61959 2.76126 -1.89159 0.0 -0.3 0.0 0.82
O 5.86356 2.81764 -0.71728 0.0 0.1 0.0 -0.55
O 6.48859 2.90983 -2.88859 0.1 0.1 -0.1 -0.33
C 7.83601 3.17042 -2.47469 0.1 0.0 0.0 -0.68
H 2.52067 1.94565 -2.09192 0.0 0.0 0.0 0.13
H 3.67619 1.32397 -0.89253 0.0 0.1 0.1 0.23
H 3.17282 3.03678 -0.85834 0.2 0.0 0.0 0.43
H 8.21142 2.35474 -1.86019 0.0 0.0 0.1 0.31
H 7.89205 4.10663 -1.92392 0.0 0.0 0.1 0.32
H 8.41700 3.24428 -3.38860 0.0 0.0 0.0 0.23
C -6.22185 -1.44015 3.20066 -0.1 0.0 0.1 -0.69
O -4.82586 -1.34270 2.88266 0.0 0.0 0.0 -0.31
C -4.56493 -1.14510 1.59781 0.0 0.0 0.0 0.68
O -5.36959 -1.06193 0.70700 0.0 -0.1 -0.1 -0.55
O -3.23891 -1.05907 1.44923 0.0 -0.1 -0.1 -0.31
C -2.82380 -0.81466 0.10671 0.0 0.2 0.2 -0.34
H -6.27004 -1.59846 4.27297 0.1 0.0 0.0 0.23
H -6.73619 -0.51917 2.93636 0.0 0.0 -0.1 0.31
H -6.67329 -2.28122 2.67908 0.0 0.0 0.0 0.30
H -3.22425 0.13524 -0.24564 -0.1 0.0 -0.1 0.44
H -3.15208 -1.62404 -0.54126 0.0 0.0 0.0 -0.01
H -1.74126 -0.75341 0.13774 0.0 0.0 0.1 0.12
C -1.54903 0.28618 3.86194 0.1 -0.3 0.1 -0.50
O -1.83890 1.38495 4.73105 0.0 0.1 0.0 -0.13
C -2.41629 2.41852 4.12062 0.0 0.0 0.0 0.73
O -2.69165 2.47960 2.94950 0.0 0.0 0.0 -0.57
O -2.62983 3.37091 5.02445 0.0 0.0 0.0 -0.27
C -3.24320 4.55796 4.50147 -0.1 0.2 0.1 -0.65
H -1.08027 -0.47639 4.47868 0.0 0.1 0.1 0.30
H -2.46118 -0.10386 3.42260 0.0 0.1 0.0 0.06
H -0.85866 0.59456 3.07733 -0.1 0.0 0.0 0.29
H -4.22169 4.33210 4.08386 0.0 0.0 -0.1 0.29
H -2.61132 5.01389 3.74127 0.0 -0.1 -0.1 0.30
H -3.35325 5.23847 5.34074 0.0 -0.1 0.0 0.21
C 7.79599 -4.93432 -4.75365 0.1 -0.1 0.0 -0.60
O 7.49460 -3.72988 -4.04131 0.0 0.0 0.0 -0.33
C 7.04984 -2.73606 -4.80884 0.0 0.0 0.1 0.87
O 6.87445 -2.78841 -5.99783 -0.1 0.0 -0.1 -0.57
O 6.82388 -1.67814 -4.03203 0.0 0.0 0.0 -0.31
C 6.35801 -0.51970 -4.73256 -0.1 0.2 0.0 -0.55
H 8.14304 -5.64169 -4.00702 0.0 0.0 0.0 0.24
H 6.90645 -5.32041 -5.24823 0.0 0.0 -0.1 0.22
H 8.57773 -4.75899 -5.48931 0.0 0.0 0.0 0.31
H 5.41408 -0.72964 -5.23340 0.0 0.0 -0.1 0.26
H 7.09389 -0.18438 -5.45998 0.0 -0.1 0.0 0.39
H 6.20719 0.25242 -3.98311 0.0 0.0 0.1 0.08
C 0.34894 -3.11332 9.19276 0.1 -0.1 0.1 -0.62
O -0.74838 -2.24652 9.49063 0.0 0.0 0.0 -0.34
C -1.08747 -1.42479 8.49985 0.0 0.0 0.0 0.79
O -0.55906 -1.37151 7.41786 0.0 0.0 -0.1 -0.55
O -2.10894 -0.67798 8.90752 0.0 0.0 0.0 -0.32
C -2.56410 0.27102 7.93782 -0.1 0.1 -0.1 -0.55
H 0.50391 -3.71246 10.08451 0.0 0.0 0.0 0.22
H 0.10976 -3.75827 8.34935 0.0 0.0 0.0 0.29
H 1.24491 -2.53609 8.97357 0.0 0.0 -0.1 0.29
H -2.89940 -0.23648 7.03532 0.1 0.0 0.0 0.24
H -1.77590 0.97759 7.68800 0.0 0.0 -0.1 0.28
H -3.39725 0.79775 8.39274 0.0 -0.1 0.1 0.29
C -7.01855 8.66237 7.78296 -0.1 0.0 0.0 -0.63
O -5.77607 8.86064 8.46433 0.0 0.0 0.0 -0.32
C -4.72082 8.33477 7.84984 0.0 0.0 0.0 0.82
O -4.73991 7.73019 6.80805 0.0 -0.1 -0.1 -0.54
O -3.63945 8.59118 8.58154 0.0 0.0 0.0 -0.31
C -2.41974 8.08017 8.03714 0.1 0.0 0.0 -0.58
H -7.77334 9.14121 8.39859 0.0 0.0 0.0 0.22
H -6.99350 9.12555 6.79876 0.0 0.0 0.0 0.29
H -7.23689 7.60076 7.68641 0.0 0.0 0.0 0.29
H -2.22215 8.51879 7.06096 0.0 0.0 0.0 0.29
H -2.46189 6.99565 7.95419 0.0 0.0 0.0 0.25
H -1.64011 8.36639 8.73589 0.0 0.0 0.0 0.22
C 2.70634 8.32715 3.21943 0.1 0.1 0.0 -0.63
O 2.59187 7.21679 4.11520 0.0 0.0 0.0 -0.34
C 1.74838 6.27071 3.71164 0.0 0.0 0.0 0.79
O 1.10515 6.28432 2.69432 0.0 0.0 0.0 -0.55
O 1.73578 5.30318 4.62757 0.0 0.0 0.0 -0.35
C 0.86055 4.21748 4.31772 -0.1 -0.2 0.1 -0.46
H 3.41897 9.00530 3.67805 0.0 0.0 0.0 0.22
H 3.07609 7.99994 2.24987 0.0 0.0 0.0 0.29
H 1.74535 8.82314 3.09964 0.0 0.0 0.0 0.30
H 1.15908 3.73689 3.38750 0.0 0.1 -0.1 0.32
H -0.16858 4.56397 4.24567 0.0 0.0 -0.1 0.12
H 0.94448 3.50698 5.13479 0.1 0.1 0.1 0.27
C -1.48298 2.08571 -3.20347 0.1 -0.2 0.1 -0.52
O -1.28072 2.74712 -4.45078 0.1 -0.1 0.0 -0.28
C -2.26999 3.58325 -4.78760 0.0 0.0 0.0 0.73
O -3.26513 3.77800 -4.14264 -0.1 0.0 0.0 -0.53
O -1.96037 4.14575 -5.94935 0.0 0.0 0.0 -0.34
C -2.93609 5.07880 -6.43290 0.0 0.1 -0.1 -0.63
H -0.61976 1.44193 -3.04960 0.0 0.0 -0.1 0.16
H -1.54695 2.80020 -2.38522 -0.1 0.0 0.0 0.41
H -2.39021 1.48153 -3.23476 -0.1 0.1 0.0 0.15
H -3.05743 5.90082 -5.73117 0.0 0.0 0.0 0.30
H -3.89168 4.58377 -6.59175 0.0 0.0 0.1 0.29
H -2.54818 5.44993 -7.37590 0.0 0.0 0.0 0.23
```
Forces are in eV/Å.

=====

No. 4
DFT (ωB97M-V with the def2-TZVPD basis set) results for a molecular structure, C12H17BN6O2Os in a non-equilibrium geometry.

The spin multiplicity is 5. As for the LUMO energy (spin up / spin down): -9.6 / -10.7 eV. For the total energy, the calculation gives -28878.68995 eV. The orbital gap (spin up / spin down) is 6.1 / 5.0 eV. As for the net charge: +2. As for the expectation value of S²: 6.032.

Structure (XYZ):
```
39
Properties=species:S:1:pos:R:3:forces:R:3:mulliken_charge:R:1
H -2.83823 -1.91903 1.57268 -0.1 -0.2 -0.1 0.47
N -1.28069 -1.62384 0.16840 -0.2 -1.7 0.0 -0.47
B 0.55997 -1.95141 -1.59228 1.0 0.1 0.4 -0.12
N -0.65164 -2.46496 -0.77234 -0.8 0.7 0.6 0.13
C -1.28276 -3.64552 -0.76764 0.5 1.0 0.2 -0.03
Os -0.87071 0.31781 0.39665 5.1 -3.2 -1.2 1.54
H -0.96590 -4.41588 -1.45325 0.0 -0.1 0.0 0.50
C -2.28424 -3.62813 0.19693 -0.5 0.8 0.9 -1.00
H -2.95791 -4.42185 0.45338 -0.1 -0.2 0.0 0.44
C -2.25238 -2.35973 0.78073 0.3 -1.0 -1.1 -0.02
H 0.95832 -2.76401 -2.37310 -0.2 0.1 0.1 0.00
C 2.07375 4.02511 2.25106 -0.5 1.3 -1.5 -0.86
H 1.54632 4.91000 2.62336 0.1 -0.2 -0.1 0.30
H 1.42471 3.49616 1.54435 0.0 0.0 0.0 -0.01
H 2.97938 4.34679 1.72603 -0.2 -0.1 0.1 0.31
N 1.68272 -1.55397 -0.57604 -0.7 0.4 0.5 0.26
N 0.15026 -0.62546 -2.29463 -0.6 0.8 0.5 0.07
N 1.35726 -0.64064 0.39993 -1.5 0.5 -0.3 -0.36
N -0.33969 0.44912 -1.52613 0.5 0.3 -1.5 -0.43
C 2.99179 -1.86318 -0.46340 -0.4 0.5 0.4 -0.11
C 0.23176 -0.22674 -3.56944 0.0 -0.3 1.2 -0.02
H 3.44010 -2.57362 -1.14305 0.0 0.1 0.1 0.48
H 0.56506 -0.92877 -4.32053 0.0 0.1 0.0 0.50
C 3.51829 -1.12762 0.59253 -0.3 0.2 0.1 -0.96
C -0.15281 1.10604 -3.65806 -0.4 1.1 0.7 -0.99
C 2.45340 -0.36533 1.10640 0.3 -0.6 -0.6 -0.22
C -0.49454 1.51072 -2.36698 0.2 -0.9 -1.0 -0.04
H 4.52767 -1.11941 0.95406 0.2 -0.1 0.0 0.42
H -0.18408 1.72154 -4.53809 0.0 0.0 -0.1 0.45
H 2.40713 0.35429 1.91319 0.2 -0.2 -0.1 0.48
H -0.83820 2.45653 -1.97310 0.0 0.0 -0.2 0.49
H 2.32335 3.39909 3.04124 0.5 -1.1 1.5 0.27
C -2.35040 2.02723 2.79664 -0.2 -0.3 -0.4 -0.53
O -3.02792 2.00937 1.47380 0.9 -1.4 -1.1 -0.31
C -2.57326 1.17133 0.51701 -4.6 2.3 0.9 0.84
O -3.23339 0.80223 -0.46926 1.4 0.7 1.6 -0.33
H -2.55774 3.01532 3.21227 0.2 -0.2 -0.2 0.28
H -1.26081 1.85546 2.71154 -0.2 0.2 -0.1 0.24
H -2.79394 1.24495 3.42513 0.0 0.3 -0.3 0.31
```
Forces are in eV/Å.